# 1
37
Properties=species:S:1:pos:R:3 method="wB97M-V/def2-TZVPD" smiles="C#CCOC(=O)ON.Fc1ccccc1.Fc1ccccc1" de_lowest_kcal_mol=239.12 total_energy_ev=-29893.231 homo_ev=-9.002 charge=0 gap_ev=9.104
C -1.76397 -0.33590 -0.87794
C -0.58655 0.19482 -1.48698
C 0.72800 1.20404 -1.71227
O 0.44754 2.60680 -1.35675
C 0.18966 2.77587 0.08259
O -1.08777 2.65305 0.53353
O 1.19842 3.12620 1.10914
N 2.16679 2.19627 1.19472
H -2.65977 -0.79802 -0.23805
H 1.02214 1.09332 -2.86385
H 1.63562 0.76192 -1.08514
H 2.95293 2.41954 0.54562
H 1.79271 1.22147 1.04138
F -3.98398 0.17655 2.50474
C -3.34831 0.73028 3.54586
C -2.65203 1.92074 3.36797
C -1.99430 2.50032 4.45289
C -2.03119 1.87651 5.70240
C -2.72854 0.67916 5.86968
C -3.39538 0.10579 4.78727
H -2.62747 2.38648 2.38820
H -1.45366 3.43497 4.32603
H -1.51431 2.32659 6.54729
H -2.75240 0.19334 6.84216
H -3.94965 -0.81987 4.90162
F 2.09026 -0.70172 -2.59324
C 2.14459 -1.78534 -3.37901
C 0.98130 -2.25395 -3.97969
C 1.03830 -3.37915 -4.80203
C 2.25742 -4.03028 -5.00594
C 3.41863 -3.55520 -4.39453
C 3.36323 -2.42354 -3.58133
H 0.04199 -1.74018 -3.80306
H 0.13585 -3.74886 -5.28251
H 2.30062 -4.91050 -5.64384
H 4.36558 -4.06606 -4.55141
H 4.25771 -2.03545 -3.10549



# 2
39
Properties=species:S:1:pos:R:3 method="wB97M-V/def2-TZVPD" smiles="COC(=O)c1ccc(CSc2nnc(NCc3ccccc3)s2)o1" de_lowest_kcal_mol=38.87 total_energy_ev=-49117.727 homo_ev=-8.104 charge=0 gap_ev=8.575
C -1.52362 -3.13920 0.09648
O -2.16423 -1.87450 0.12162
C -3.44682 -1.85774 -0.26994
O -4.05419 -2.83216 -0.64201
C -4.00282 -0.50616 -0.20663
C -5.21170 -0.01130 -0.63539
C -5.17937 1.37249 -0.38001
C -3.96124 1.62729 0.19885
C -3.31602 2.88545 0.63188
S -1.83533 3.19464 -0.42835
C -0.83867 1.92234 0.21446
N -0.76284 1.62086 1.45757
N 0.01878 0.58743 1.72171
C 0.56716 0.06290 0.67315
N 1.33318 -1.04601 0.70824
C 2.24417 -1.37993 -0.37255
C 3.47071 -0.50033 -0.36141
C 4.44520 -0.68736 0.61185
C 5.54574 0.14777 0.67177
C 5.68139 1.18159 -0.23973
C 4.71502 1.37383 -1.21160
C 3.61361 0.53747 -1.27189
S 0.13217 0.87900 -0.82958
O -3.25291 0.49371 0.30152
H -0.51234 -2.96811 0.45695
H -2.05141 -3.84453 0.74177
H -1.51099 -3.53725 -0.92077
H -6.00169 -0.57883 -1.08151
H -5.94847 2.08715 -0.58917
H -2.94312 2.82785 1.65371
H -3.97679 3.73742 0.49661
H 1.64512 -1.28065 1.64123
H 1.70037 -1.26609 -1.31397
H 2.52387 -2.43014 -0.25050
H 4.34306 -1.49531 1.32336
H 6.29812 -0.00784 1.43066
H 6.53960 1.83504 -0.19224
H 4.81620 2.17832 -1.92462
H 2.86107 0.69090 -2.03150



# 3
39
Properties=species:S:1:pos:R:3 method="wB97M-V/def2-TZVPD" smiles="CC(=O)c1c(C)[nH]c(C(=O)CSc2nnc(-c3ccco3)o2)c1C" de_lowest_kcal_mol=48.92 total_energy_ev=-40329.708 homo_ev=-8.422 charge=0 gap_ev=8.550
C -1.34599 -2.78599 -1.00769
C -1.16895 -2.14136 0.34495
O -2.08403 -2.06468 1.13737
C 0.13997 -1.52651 0.59634
C 1.37706 -1.81172 0.01276
C 1.82388 -2.90613 -0.88160
N 2.24929 -0.86869 0.40849
C 1.62776 0.05732 1.22179
C 2.13811 1.36217 1.53827
O 1.65656 2.09259 2.38177
C 3.30748 1.91086 0.71220
S 3.34797 1.51620 -1.08285
C 1.67453 1.23766 -1.42423
N 1.21523 0.33084 -2.22939
N -0.12353 0.38860 -2.15391
C -0.42217 1.32678 -1.30026
C -1.72755 1.66897 -0.84332
C -2.93660 1.07798 -1.13012
C -3.89148 1.77417 -0.36590
C -3.19973 2.72901 0.32354
O -1.89578 2.67405 0.04133
O 0.69077 1.92964 -0.81127
C 0.30906 -0.36718 1.39738
C -0.71876 0.31654 2.21240
H -0.81741 -3.73464 -1.04467
H -2.40409 -2.97156 -1.17509
H -0.95403 -2.13094 -1.78252
H 1.39852 -3.85988 -0.58055
H 2.90915 -2.98312 -0.86256
H 1.51674 -2.69279 -1.90527
H 3.21445 -0.83181 0.11933
H 4.25111 1.51983 1.09804
H 3.30730 2.99575 0.82540
H -3.09076 0.25536 -1.79543
H -4.94487 1.59010 -0.32788
H -3.51791 3.47814 1.02153
H -1.71674 0.08175 1.85039
H -0.54536 1.39173 2.21735
H -0.64919 -0.02907 3.24384



# 4
40
Properties=species:S:1:pos:R:3 method="wB97M-V/def2-TZVPD" smiles="Cn1c(SCC(=O)Nc2ccc(C(N)=O)cc2)nnc1-c1cccs1" total_energy_ev=-50052.278 homo_ev=-8.216 charge=0 gap_ev=8.485
C -3.41126 -0.98624 -1.75105
N -2.63591 -0.79487 -0.56046
C -1.60730 -1.57030 -0.11317
S -1.02275 -2.97936 -0.95165
C 0.09876 -3.59664 0.33068
C 1.25439 -2.67341 0.72156
O 1.79474 -2.82295 1.78988
N 1.61661 -1.79544 -0.24424
C 2.57945 -0.78786 -0.19134
C 3.31882 -0.51131 0.95513
C 4.26575 0.49419 0.93847
C 4.49470 1.24119 -0.21364
C 5.49622 2.34109 -0.29716
N 6.53266 2.25925 0.57509
O 5.40296 3.25373 -1.09266
C 3.73094 0.97630 -1.34835
C 2.78803 -0.02799 -1.34221
N -1.12388 -1.11115 1.00987
N -1.82415 -0.02495 1.33211
C -2.73256 0.18195 0.40443
C -3.65429 1.27280 0.44574
C -3.70665 2.21506 1.44041
C -4.71055 3.17708 1.23214
C -5.41328 2.96576 0.08799
S -4.86419 1.58251 -0.76449
H -3.06526 -1.89100 -2.24957
H -4.46837 -1.09264 -1.50133
H -3.29285 -0.13451 -2.42346
H -0.48353 -3.81006 1.22666
H 0.50462 -4.53105 -0.06258
H 1.08105 -1.82448 -1.10488
H 3.14030 -1.08125 1.85117
H 4.80389 0.70919 1.84999
H 6.68362 1.45694 1.15803
H 7.24850 2.96482 0.52771
H 3.89643 1.57601 -2.23042
H 2.20419 -0.22862 -2.23006
H -3.03517 2.19169 2.27793
H -4.90390 3.99363 1.90391
H -6.22597 3.53616 -0.31559



# 5
41
Properties=species:S:1:pos:R:3 method="wB97M-V/def2-TZVPD" de_lowest_kcal_mol=0.00 spin_multiplicity=2 total_energy_ev=-55019.394 homo_ev="-15.143 / -15.146" s_squared=0.752 charge=+2 gap_ev="7.792 / 8.148"
Ti 0.12450 0.05057 -0.40797
C 2.06388 1.63493 1.23264
N 2.16879 0.42347 0.38652
C 2.57747 -0.82530 1.07090
C 1.79476 -1.94223 0.45445
N 1.07006 -1.77748 -0.65589
C 0.48652 -3.03596 -0.91304
C -0.36512 -3.43629 -1.93711
C -0.76727 -4.75659 -1.92405
C -0.33568 -5.64996 -0.93186
C 0.51054 -5.25802 0.08605
C 0.90946 -3.92929 0.07229
N 1.73051 -3.18458 0.92065
C 0.89090 2.41995 0.73444
N 0.26414 2.11921 -0.40648
C -0.77376 3.06737 -0.52547
C -1.73780 3.22111 -1.51604
C -2.62692 4.26443 -1.35460
C -2.55906 5.12810 -0.25086
C -1.60349 4.98060 0.73455
C -0.71402 3.92844 0.57126
N 0.35352 3.47022 1.34519
H 2.96742 2.24774 1.17987
H 1.92028 1.35328 2.27609
H 2.82413 0.61000 -0.36863
H 2.36820 -0.75512 2.13858
H 3.64737 -1.01874 0.95884
H -0.68676 -2.75071 -2.70969
H -1.42595 -5.11703 -2.70177
H -0.67372 -6.67607 -0.96993
H 0.84525 -5.94964 0.84686
H 2.21885 -3.54280 1.72898
H -1.78146 2.56334 -2.37381
H -3.39224 4.42793 -2.10037
H -3.27465 5.93472 -0.17391
H -1.55062 5.65031 1.58182
H 0.67992 3.89076 2.20355
O -1.02761 -0.28735 1.17384
N -2.11092 -0.46363 0.44412
O -3.15813 -0.70175 0.89519
O -1.85133 -0.32794 -0.81517



# 6
44
Properties=species:S:1:pos:R:3 method="wB97M-V/def2-TZVPD" de_lowest_kcal_mol=0.00 total_energy_ev=-60839.460 homo_ev=1.290 charge=-2 gap_ev=2.785
Ag 0.69935 1.31175 0.77593
C -4.87700 2.57703 0.74021
C -3.77879 3.57035 0.69050
N -3.90365 4.85441 0.59173
N -2.60618 5.31067 0.53059
C -1.66987 4.34222 0.69745
S -0.03197 4.46991 0.80503
N -2.45342 3.20193 0.73609
N -1.92348 1.94183 0.87928
H -5.82920 3.10005 0.69833
H -4.82620 1.98370 1.65357
H -4.80045 1.88226 -0.09699
H -2.41849 6.27187 0.75082
H -2.06461 1.34209 0.07227
H -2.19737 1.47880 1.73621
F 0.77185 -7.02087 2.13373
C -0.13708 -6.40002 1.24666
F -1.34536 -6.97079 1.78490
F -0.00298 -7.07717 0.06548
C -0.04168 -5.00438 1.13275
C -0.02974 -4.13272 2.29171
C 0.00589 -2.79568 2.19472
N 0.06347 -2.09561 0.94763
C -0.01529 -2.95026 -0.20320
C -0.04946 -4.29015 -0.12350
H -0.01064 -4.55457 3.29233
H 0.02898 -2.14867 3.06088
H 0.01029 -2.42190 -1.14588
H -0.04179 -4.83803 -1.05971
S -0.91075 -0.63967 0.87598
F 3.49376 0.48727 -5.13730
C 3.33445 0.75013 -3.79581
C 3.56278 -0.25018 -2.87575
C 3.40813 0.03135 -1.52467
C 3.01393 1.29900 -1.06046
C 2.83480 1.58503 0.36816
C 2.77010 2.26899 -2.04915
C 2.93499 2.01034 -3.40305
H 3.84446 -1.24115 -3.20864
H 3.55133 -0.76442 -0.80296
H 3.11222 2.61572 0.59998
H 3.35875 0.88848 1.02096
H 2.42529 3.24962 -1.73771
H 2.74068 2.77146 -4.14906



Repeat the fourth record exactly.
40
Properties=species:S:1:pos:R:3 method="wB97M-V/def2-TZVPD" smiles="Cn1c(SCC(=O)Nc2ccc(C(N)=O)cc2)nnc1-c1cccs1" total_energy_ev=-50052.278 homo_ev=-8.216 charge=0 gap_ev=8.485
C -3.41126 -0.98624 -1.75105
N -2.63591 -0.79487 -0.56046
C -1.60730 -1.57030 -0.11317
S -1.02275 -2.97936 -0.95165
C 0.09876 -3.59664 0.33068
C 1.25439 -2.67341 0.72156
O 1.79474 -2.82295 1.78988
N 1.61661 -1.79544 -0.24424
C 2.57945 -0.78786 -0.19134
C 3.31882 -0.51131 0.95513
C 4.26575 0.49419 0.93847
C 4.49470 1.24119 -0.21364
C 5.49622 2.34109 -0.29716
N 6.53266 2.25925 0.57509
O 5.40296 3.25373 -1.09266
C 3.73094 0.97630 -1.34835
C 2.78803 -0.02799 -1.34221
N -1.12388 -1.11115 1.00987
N -1.82415 -0.02495 1.33211
C -2.73256 0.18195 0.40443
C -3.65429 1.27280 0.44574
C -3.70665 2.21506 1.44041
C -4.71055 3.17708 1.23214
C -5.41328 2.96576 0.08799
S -4.86419 1.58251 -0.76449
H -3.06526 -1.89100 -2.24957
H -4.46837 -1.09264 -1.50133
H -3.29285 -0.13451 -2.42346
H -0.48353 -3.81006 1.22666
H 0.50462 -4.53105 -0.06258
H 1.08105 -1.82448 -1.10488
H 3.14030 -1.08125 1.85117
H 4.80389 0.70919 1.84999
H 6.68362 1.45694 1.15803
H 7.24850 2.96482 0.52771
H 3.89643 1.57601 -2.23042
H 2.20419 -0.22862 -2.23006
H -3.03517 2.19169 2.27793
H -4.90390 3.99363 1.90391
H -6.22597 3.53616 -0.31559



The lowest charge belongs to which entry? C16H16AgF4N5S2